1.
Below is a structure of composition C36H56GeN5PbSi2Te, with properties calculated with the ωB97M-V functional and the def2-TZVPD basis.

Values from the calculation:
LUMO energy, eV: -2.857
HOMO-LUMO gap, eV: 6.52
Electronic energy, eV: -130497.22988
HOMO level, eV: -9.4
Charge: +1

Each line ends with the Mulliken charge.
Cartesian coordinates (Å):
1 Pb -0.41020 -0.60154 -0.27757  2.046
2 Te -3.36535 0.21501 -0.40744  -0.335
3 Ge -0.32715 0.08458 -4.06981  0.749
4 Si -4.79078 -2.41409 -1.95958  -0.110
5 Si -4.86751 2.32591 1.68444  0.099
6 N 2.17787 -0.97835 -0.20938  0.549
7 N -0.43317 -0.79110 1.89137  0.248
8 N 1.23169 1.23192 1.01470  0.569
9 N -0.82753 2.38628 -0.57796  1.330
10 N -0.76960 -2.75714 -0.23937  -0.457
11 C 1.53676 0.54432 2.26792  -1.307
12 C 2.96482 0.08906 -0.30491  0.622
13 C -1.61134 4.34546 -1.71712  -1.021
14 C 0.90324 1.57836 -4.25223  -1.089
15 C -2.05053 -1.28937 3.67643  -1.304
16 C -5.73643 -1.17572 -2.97622  -1.042
17 C -5.83303 -3.91066 -1.64349  -1.124
18 C 3.89529 -2.33275 -1.16296  -0.865
19 C 2.41203 1.41303 0.18183  -1.164
20 C 0.06198 -0.87643 -2.40403  -0.725
21 C 2.63316 -2.16854 -0.62908  -0.397
22 C -0.89202 -5.00855 0.49171  -0.980
23 C -3.18352 -2.85251 -2.77665  -0.013
24 C 0.07794 -1.26418 -5.40838  -1.422
25 C -1.51031 -1.69092 2.32632  1.990
26 C -1.32205 -0.55251 4.51588  -1.047
27 C -1.76215 -4.14079 3.05831  -1.085
28 C -4.38356 -1.64425 -0.28129  -0.485
29 C -6.47742 1.82197 0.90628  -1.029
30 C -0.89013 5.15354 -0.85326  -0.729
31 C -3.68020 0.86687 1.58751  0.276
32 C 0.58113 2.48898 1.36731  -1.129
33 C -0.14030 3.17149 0.24708  0.080
34 C -0.87238 -3.54776 0.75474  0.262
35 C -5.08870 2.74489 3.47313  -1.112
36 C 4.71267 -1.21492 -1.27566  -0.601
37 C -1.92887 -5.40272 2.67208  -0.656
38 C -1.00391 -3.14433 2.22873  1.186
39 C -2.16588 0.64461 -4.41212  -1.015
40 C -1.40911 -5.86188 1.37973  -0.486
41 C 0.28025 -0.07603 2.80393  0.648
42 C -1.54990 2.97594 -1.53143  -0.630
43 C -0.05106 0.01483 4.10798  -0.832
44 C -4.09138 3.73432 0.75035  -0.690
45 C -0.14505 4.55683 0.14685  -1.081
46 C 4.24457 0.00955 -0.83601  -1.106
47 H -4.05267 -0.01413 2.11173  0.554
48 H 0.02350 -3.12422 2.62972  0.256
49 H -2.21268 4.76264 -2.51383  0.536
50 H -6.33627 1.50850 -0.13322  0.283
51 H 0.00616 -0.81982 -6.40242  0.435
52 H 2.14869 2.03565 -0.67800  0.473
53 H -1.70709 -0.32617 5.50382  0.460
54 H -3.74068 -2.31223 0.29675  0.013
55 H -2.69904 1.10258 2.01044  -0.348
56 H 0.42523 5.15242 0.84907  0.539
57 H -2.90206 0.00991 -3.91688  0.087
58 H -6.75863 -3.63650 -1.12963  0.334
59 H -2.11602 -3.81636 4.02978  0.507
60 H -2.32398 0.55900 -5.48887  0.526
61 H -2.31630 -1.64161 1.58801  -2.290
62 H 1.94101 -2.99938 -0.53019  0.384
63 H 1.14256 -0.97425 -2.32250  0.021
64 H -2.11539 2.31141 -2.16083  0.277
65 H -3.34886 -3.50270 -3.64092  0.549
66 H -6.05410 -1.61722 -3.92547  0.349
67 H -1.47257 -6.91684 1.13947  0.413
68 H 4.22753 -3.31087 -1.48147  0.512
69 H -3.88461 3.45073 -0.28711  0.083
70 H -4.74801 4.60861 0.72708  0.487
71 H 5.70629 -1.29970 -1.69705  0.437
72 H 3.21295 1.93650 0.72320  0.545
73 H 1.91267 1.27058 -3.97037  0.335
74 H -6.63626 -0.84860 -2.44512  0.337
75 H -5.14427 -0.28588 -3.20783  0.350
76 H 1.31031 3.18066 1.81179  0.401
77 H -6.93578 0.99270 1.45493  0.320
78 H -2.51268 -3.36211 -2.07593  0.071
79 H -2.35592 1.67700 -4.14096  0.362
80 H 1.96517 1.23666 3.00040  0.294
81 H 4.86104 0.89834 -0.89627  0.532
82 H 2.26268 -0.24505 2.08068  0.458
83 H 0.92548 1.90977 -5.29140  0.408
84 H 0.61361 2.42589 -3.62742  0.221
85 H 0.58802 0.54389 4.80022  0.469
86 H -0.56269 -5.33010 -0.48918  0.437
87 H -2.67180 -1.95404 -3.13524  -0.543
88 H -5.30802 -4.64858 -1.03011  0.337
89 H -3.14655 4.03727 1.21491  0.193
90 H -5.76094 3.60066 3.58762  0.359
91 H -4.13432 3.00005 3.94267  0.340
92 H -3.04696 -1.61722 3.95024  0.821
93 H 1.08414 -1.66471 -5.27724  0.389
94 H -5.52132 1.90358 4.02235  0.323
95 H -7.18962 2.65165 0.90474  0.387
96 H -5.29442 -1.43634 0.28728  0.762
97 H -0.14789 2.26298 2.15104  0.473
98 H -0.36781 -1.88053 -2.42740  0.514
99 H -0.63518 -2.08792 -5.34148  0.419
100 H -6.10412 -4.39162 -2.58831  0.329
101 H -0.91420 6.23124 -0.95274  0.442
102 H -2.43644 -6.11197 3.31421  0.451


2.
Below is a structure of composition C36H57AsBCsF6N8OS4SbSi2 at a distorted geometry, with properties calculated with the ωB97M-V functional and the def2-TZVPD basis.

Values from the calculation:
Multiplicity: 2
LUMO energy (alpha / beta), eV: 3.577 / 3.577
HOMO-LUMO gap (alpha / beta), eV: 5.39 / 6.07
Electronic energy, eV: -196238.00892
HOMO level (alpha / beta), eV: -1.8 / -2.5
Charge: -2

Each line ends with the Mulliken charge.
Cartesian coordinates (Å):
1 Cs -0.28527 1.22936 -1.76434  1.141
2 Sb 0.33188 4.75331 -3.19578  2.643
3 As 0.50341 -3.88166 -4.15583  -0.291
4 S 1.16402 2.65100 1.47391  -0.012
5 S -0.18134 -0.76484 1.75295  0.670
6 S -3.95566 0.31608 -3.05247  -0.477
7 S -3.04254 1.64681 2.86927  -0.371
8 Si -1.83170 -4.19642 -3.92827  0.609
9 Si 1.28621 -4.19973 -1.94005  0.198
10 F 1.05962 3.14603 -2.45913  -0.671
11 F -0.27015 3.69956 -4.63880  -0.572
12 F -1.29322 4.41080 -2.30337  -0.478
13 F 0.93868 5.71777 -1.70129  -0.585
14 F -0.38613 6.30637 -3.97423  -0.576
15 F 1.97274 5.05086 -4.08539  -0.563
16 O 1.06916 -2.67888 3.11433  -0.545
17 N -0.74236 2.63443 4.00101  0.152
18 N 3.14506 1.04781 2.51921  0.507
19 N 1.33870 -1.79834 2.28031  -0.061
20 N -1.81778 4.11071 2.82140  0.312
21 N -1.50337 -1.01837 -2.63688  -0.738
22 N -0.85028 0.07648 4.28479  0.484
23 N -2.16468 -1.46354 3.49506  0.737
24 N 1.40721 1.23987 3.82412  0.243
25 C 2.85307 2.39951 -5.25375  -0.621
26 C -1.72689 -0.27312 5.27909  -1.310
27 C -3.22636 -1.63320 1.25810  -1.280
28 C -2.08910 6.05080 1.32577  -2.251
29 C -2.70958 -3.25923 -5.27707  -1.070
30 C 4.55190 2.50931 1.10996  -1.814
31 C 1.90890 1.63440 2.61730  0.025
32 C -1.13910 -0.64512 3.18918  -1.024
33 C -1.82370 2.80038 3.20337  0.410
34 C 2.36067 0.19613 -4.40843  0.616
35 C -2.52469 -0.48115 -2.82245  0.118
36 C 2.04243 1.27689 -5.23035  -0.304
37 C 2.34473 0.46042 4.47465  -1.564
38 C -2.75748 -4.14234 -2.31856  -0.608
39 C -4.08798 4.86048 2.21556  -1.684
40 C -1.98830 -3.58955 2.27854  -0.928
41 C -2.87725 -2.37910 2.54407  1.548
42 C 3.50869 0.25693 -3.61405  -0.069
43 C 2.89612 -3.28059 -1.79609  -0.652
44 C 1.53825 -0.98818 -4.34344  -0.059
45 C 1.60769 -6.03281 -1.76282  -1.170
46 C -2.55197 -1.22375 4.79742  -0.239
47 C -0.77049 4.76776 3.46073  -0.108
48 C -1.83462 -6.02115 -4.39837  -1.264
49 C -0.11747 3.85185 4.19053  -1.301
50 C 0.14099 -3.64303 -0.60291  -0.312
51 C 4.32359 1.37734 -3.65358  -0.559
52 C 0.94548 -2.03426 -4.21898  -0.601
53 C 3.99636 2.45184 -4.47040  -0.372
54 C -4.18367 -2.84506 3.18635  -2.405
55 C 3.41477 0.33662 3.68118  0.042
56 C -2.65419 4.68884 1.72812  1.638
57 C -2.58178 3.77889 0.50308  -1.636
58 C 3.31167 0.55123 0.10990  -1.341
59 C 5.24564 0.17426 1.59781  -2.472
60 C 4.04913 1.08608 1.33644  1.807
61 B 0.00053 1.37668 4.47770  0.228
62 H 3.48677 -3.32825 -2.71371  0.397
63 H -2.55153 -3.25107 -1.73354  -0.230
64 H -3.82355 -4.14952 -2.57212  0.496
65 H -4.12967 5.59079 3.02868  0.396
66 H -2.14880 6.78232 2.13540  0.463
67 H 2.34644 -6.37430 -2.49198  0.293
68 H -1.05712 5.97138 0.98044  0.466
69 H 5.21921 2.51643 0.24430  0.400
70 H -2.85970 -6.40573 -4.36405  0.358
71 H -1.70400 0.20661 6.24004  0.547
72 H 3.72196 3.18983 0.92351  0.284
73 H 2.13427 0.00757 5.42661  0.497
74 H -1.43585 -6.17829 -5.40339  0.299
75 H 0.16783 1.46062 5.68352  -0.282
76 H -4.48434 3.90929 2.56938  0.288
77 H -2.68723 6.42351 0.49429  0.472
78 H -0.65067 -4.37202 -0.42473  0.113
79 H 4.30457 -0.24217 3.82313  0.494
80 H -3.39663 -3.93537 -5.79529  0.384
81 H -0.33226 -2.69294 -0.86415  -0.038
82 H 1.98103 -6.24516 -0.75645  0.386
83 H -1.86874 -4.18465 3.18640  0.387
84 H -3.87499 -2.27211 0.65586  0.513
85 H -1.23129 -6.61783 -3.70689  0.271
86 H -0.99819 -3.28339 1.94038  -0.219
87 H 0.70296 -3.49810 0.32565  0.498
88 H -3.36813 -1.72792 5.27196  0.518
89 H 3.73923 -0.57222 -2.95945  0.424
90 H -2.98122 4.30763 -0.36071  0.565
91 H 0.69548 -6.61696 -1.91248  0.266
92 H 0.77717 3.94211 4.78091  0.474
93 H -0.54989 5.80471 3.31081  0.501
94 H -4.01689 -3.41504 4.10129  0.510
95 H 5.10791 2.85494 1.98570  0.434
96 H 1.12932 1.24974 -5.81048  0.466
97 H -2.34170 -1.40086 0.67082  0.117
98 H -2.45424 -4.20652 1.50526  0.356
99 H 2.49030 1.22046 -0.12640  -0.010
100 H 5.20199 1.42257 -3.02085  0.352
101 H 2.56623 3.25236 -5.85288  0.309
102 H 5.84998 0.51970 2.43957  0.542
103 H -3.27802 -2.42094 -4.86944  0.237
104 H -2.00644 -2.85266 -6.00591  0.302
105 H 4.61013 3.34312 -4.47130  0.364
106 H -4.70551 5.22113 1.38969  0.416
107 H -4.67933 -3.50459 2.47377  0.477
108 H -3.13455 2.85318 0.65160  0.495
109 H 3.47540 -3.70774 -0.97157  0.451
110 H -1.54061 3.53151 0.29333  0.048
111 H 5.87142 0.18806 0.70445  0.426
112 H 2.70670 -2.23024 -1.56850  -0.220
113 H -4.85077 -2.00735 3.39802  0.435
114 H 4.93452 -0.85643 1.77708  0.465
115 H -3.74479 -0.69605 1.47761  0.128
116 H 4.00224 0.49818 -0.73362  0.447
117 H 2.91104 -0.44359 0.32519  0.239
118 H -2.53570 -5.02818 -1.71894  0.367


3.
Below is a cluster of 4 separate species, C36H57Cl2F9N5O6PS4 in total at a distorted geometry, with properties calculated with the ωB97M-V functional and the def2-TZVPD basis.

Values from the calculation:
LUMO energy, eV: -0.807
HOMO-LUMO gap, eV: 7.47
Electronic energy, eV: -160108.45647
SMILES string: CCCc1c(S)cc2c(c1Cl)N(S(=O)(=O)C(F)(F)C(F)(F)C(F)(F)C(F)(F)F)c1c(CN)c(P(O)Cl)c(CSCC)c(C)c1S2.COC[C@@H](C)N.COC[C@@H](C)N.COC[C@@H](C)N
HOMO level, eV: -8.3
Charge: 0

Each line ends with the Mulliken charge.
Cartesian coordinates (Å):
1 Cl 1.84080 -2.92471 -2.24475  -0.167
2 Cl -5.83289 0.36042 0.59905  -0.276
3 S 2.78326 -8.22718 -0.07413  -0.254
4 S -1.30468 -3.01662 -3.50262  1.123
5 S -7.29360 -4.01170 2.20500  -0.076
6 S -2.62209 -6.60411 -0.92718  -0.395
7 P -6.60776 -1.16963 -0.69380  0.097
8 F 2.10082 0.14917 -1.65857  -0.275
9 F 2.86530 2.19397 -3.28794  -0.292
10 F 0.37462 -1.70384 -5.00848  -0.279
11 F -0.90723 0.75328 -2.84970  -0.326
12 F -0.11749 -0.82348 -1.47737  -0.267
13 F 1.05356 2.61630 -2.02574  -0.227
14 F 0.89609 2.30977 -4.37291  -0.225
15 F -1.54904 -0.68669 -4.67794  -0.237
16 F 2.38094 -0.23391 -3.84259  -0.259
17 O -0.55184 -4.12988 -4.23182  -0.607
18 O -6.84179 -0.48538 -2.27701  -0.486
19 O 2.94769 7.57348 -2.89157  -0.444
20 O 9.37444 7.27754 0.33598  -0.410
21 O -5.48001 -2.34388 6.93884  -0.258
22 O -2.68371 -3.09371 -4.15347  -0.565
23 N -1.47425 -3.53006 -1.88921  0.865
24 N -7.14388 -1.66567 9.17432  -0.739
25 N 9.30608 10.01340 -0.52099  -0.758
26 N -4.09527 -0.70492 -3.23073  -0.322
27 N 5.16985 7.33620 -4.68805  -0.733
28 C -3.90876 -2.49905 -1.34742  0.380
29 C 1.64076 -6.87430 -0.61235  -0.174
30 C 1.46225 1.89535 -3.16066  0.599
31 C 4.09126 6.81859 -2.50366  -0.458
32 C 3.66012 -5.23760 -1.27132  -1.110
33 C -4.97352 -5.17043 -0.35411  0.210
34 C 0.11856 -7.12834 -0.56254  -0.773
35 C -0.53228 -1.39400 -3.93202  0.685
36 C 9.98677 7.64710 -0.89583  -0.721
37 C 8.15839 6.56072 0.19541  -0.641
38 C -5.93410 -3.96615 -0.28296  -0.070
39 C -7.41739 -4.09885 0.33816  -1.509
40 C 4.32099 5.07334 -4.36945  -1.554
41 C -6.36467 -1.63135 3.55484  -0.681
42 C 1.43953 0.27826 -2.94028  0.203
43 C -0.88336 -6.02796 -1.00142  0.511
44 C 5.11218 -3.20597 -0.43125  -0.902
45 C 2.06188 -5.49104 -1.16050  -0.105
46 C -0.54255 -4.60489 -1.49277  -0.324
47 C 4.93309 6.29079 -3.68343  0.727
48 C -3.55044 -1.01418 -1.87323  -0.022
49 C -7.62903 -2.28837 2.80396  -0.234
50 C -5.96685 -3.37316 7.79478  -0.749
51 C 4.06014 -4.33859 0.03018  -0.166
52 C -5.13278 -2.66917 10.11652  -1.385
53 C -3.53098 -5.01386 -0.90749  0.700
54 C -2.86815 -3.68766 -1.40814  -0.401
55 C -5.51082 -6.60469 0.17748  -1.579
56 C -6.34119 -2.89483 9.21265  0.354
57 C -0.00238 -0.38028 -2.84715  0.908
58 C -5.35437 -2.61469 -0.80569  0.567
59 C 9.42727 8.94259 -1.51853  0.439
60 C 1.81010 6.79049 -3.21664  -0.585
61 C -4.09927 -2.05661 7.09311  -0.779
62 C 1.02028 -4.39709 -1.58964  0.736
63 C 8.07922 8.75217 -2.20691  -1.368
64 H 7.31657 7.25419 0.14075  0.225
65 H -7.99296 -1.84721 8.64245  0.270
66 H -3.73593 -1.64071 6.15090  0.249
67 H -3.82135 -0.19304 -1.12966  0.556
68 H 3.99778 4.33123 -3.63478  0.290
69 H -3.51534 -2.95126 7.32533  0.359
70 H 9.96270 6.81351 -1.60803  0.388
71 H -6.69453 -0.76886 4.24237  0.274
72 H -4.43614 -3.51039 10.05688  0.344
73 H -5.56940 -7.36650 -0.67263  0.339
74 H -5.45118 -2.57649 11.15904  0.352
75 H 4.24314 -6.21470 -1.30288  0.476
76 H 3.92688 -4.65376 -2.23229  0.301
77 H 1.82609 6.52451 -4.27553  0.234
78 H 3.81036 6.01219 -1.81538  0.396
79 H 8.09018 7.86900 -2.85286  0.338
80 H -7.80695 -0.61915 -2.43000  0.318
81 H 4.49037 -5.06952 0.80387  0.361
82 H 5.90274 5.97855 -3.27973  0.274
83 H -4.67635 -6.98330 0.88733  0.392
84 H 5.65736 8.11146 -4.24233  0.259
85 H 3.46400 5.33001 -4.99568  0.237
86 H -6.63869 -0.99198 8.59749  0.325
87 H -2.42124 -1.02291 -1.96638  -1.090
88 H 10.22654 10.19701 -0.12637  0.280
89 H 4.71653 7.51125 -1.92949  0.150
90 H -8.51385 -2.21743 3.54127  0.359
91 H 4.26134 7.73231 -4.93184  0.329
92 H -0.20756 -8.17029 -0.19261  0.276
93 H 8.77834 9.63525 0.26658  0.308
94 H -6.94540 -3.68321 9.67452  0.396
95 H 7.25544 8.64658 -1.49756  0.151
96 H -6.44675 -6.52322 0.81486  0.291
97 H 7.84823 9.61813 -2.83459  0.406
98 H 5.50224 -3.35968 -1.50942  0.256
99 H -4.73235 -1.48639 -3.46043  0.268
100 H 5.05807 4.59455 -5.02099  0.379
101 H 11.04178 7.81889 -0.65670  0.352
102 H -6.87907 -3.74393 7.31470  0.338
103 H 10.13706 9.26941 -2.28615  0.415
104 H 2.56551 -8.32771 1.31095  0.182
105 H -5.26786 -4.21762 7.82467  0.405
106 H 1.73731 5.89210 -2.59754  0.224
107 H 6.05363 -3.24955 0.23229  0.303
108 H 3.10634 -3.86693 0.45761  0.255
109 H -8.16722 -3.37068 -0.11104  0.516
110 H 0.92188 7.40200 -3.04510  0.305
111 H 4.65848 -2.14453 -0.40828  0.175
112 H -7.90574 -1.64605 1.88111  0.154
113 H -3.95669 -1.29646 7.86377  0.252
114 H 8.02334 5.95041 1.09070  0.297
115 H -7.84169 -5.15194 0.12009  0.430
116 H -5.58992 -1.19438 2.83261  0.173
117 H -4.58778 -1.75589 9.86922  0.276
118 H 8.16740 5.90042 -0.67611  0.289
119 H -4.59317 0.19650 -3.25323  0.243
120 H -5.78026 -2.38817 4.20589  0.160